This record from the Open Molecules 2025 dataset describes a cluster of 14 separate species, C38H94F3N6O18 in total at a distorted geometry. The level of theory is ωB97M-V with the def2-TZVPD basis set.

Results
**E_tot**: -94881.129 eV
**Net charge**: -1

Last column: Löwdin charge in e.
Positions of all 159 atoms, in Å:
C  1.111  1.528  -1.377  -0.367
O  -0.101  0.996  -0.811  -0.096
O  0.689  2.501  -2.319  -0.227
C  2.308  1.857  -0.428  -0.516
F  2.448  0.925  0.538  0.116
F  3.491  1.963  -1.026  0.143
F  2.175  3.099  0.186  0.086
C  -0.305  -0.425  -1.055  -0.221
C  -1.390  -0.844  -0.053  -0.063
H  -2.376  -0.722  -0.500  0.065
H  -1.095  -1.855  0.226  0.059
H  -1.209  -0.274  0.859  0.083
H  0.576  -0.998  -0.765  0.088
H  -0.521  -0.799  -2.056  0.094
H  1.657  0.765  -1.931  0.127
C  5.709  -6.320  4.162  -0.098
C  4.679  -5.458  3.321  -0.258
C  3.318  -5.245  4.049  -0.199
C  2.260  -4.630  3.086  -0.213
C  2.619  -3.226  2.658  -0.287
C  1.623  -2.527  1.799  -0.105
H  6.708  -6.215  3.738  0.054
H  5.421  -7.365  4.049  0.064
H  5.897  -5.969  5.176  0.067
H  5.125  -4.466  3.259  0.067
H  4.675  -5.658  2.250  0.102
H  3.472  -4.842  5.050  0.112
H  2.979  -6.250  4.303  0.096
H  2.038  -5.282  2.242  0.103
H  1.352  -4.464  3.666  0.106
H  2.800  -2.582  3.518  0.120
H  3.573  -3.293  2.135  0.089
H  1.898  -1.498  1.568  0.070
H  1.548  -3.025  0.832  0.053
H  0.634  -2.639  2.243  0.072
C  -4.203  -1.994  1.229  -0.111
C  -4.962  -1.916  2.529  -0.257
C  -4.858  -0.532  3.111  -0.218
C  -5.549  0.623  2.341  -0.218
C  -5.651  1.851  3.215  -0.298
C  -6.370  2.900  2.502  -0.140
H  -4.722  -1.358  0.512  0.072
H  -4.222  -2.928  0.668  0.066
H  -3.138  -1.786  1.339  0.052
H  -6.014  -2.180  2.417  0.107
H  -4.585  -2.767  3.096  0.101
H  -3.851  -0.145  3.264  0.106
H  -5.216  -0.435  4.136  0.101
H  -5.012  0.968  1.458  0.101
H  -6.488  0.246  1.935  0.118
H  -6.155  1.702  4.170  0.111
H  -4.640  2.207  3.410  0.111
H  -6.010  2.940  1.474  0.058
H  -7.430  2.777  2.284  0.080
H  -6.203  3.854  3.003  0.078
C  -2.984  4.787  0.496  -0.232
C  -2.284  3.892  -0.531  -0.168
O  -2.574  2.494  -0.200  -0.112
O  -2.262  5.029  1.669  -0.057
H  -3.940  4.365  0.807  0.114
H  -3.203  5.714  -0.033  0.121
H  -1.197  3.980  -0.525  0.115
H  -2.624  3.983  -1.562  0.119
H  -2.082  1.940  -0.810  0.050
H  -2.278  4.175  2.108  0.028
C  -4.936  0.623  -2.237  -0.238
C  -6.010  1.593  -1.670  -0.238
O  -5.399  2.815  -1.369  -0.075
O  -5.539  -0.618  -2.543  -0.074
H  -4.187  0.455  -1.464  0.091
H  -4.309  1.075  -3.006  0.107
H  -6.566  1.244  -0.800  0.104
H  -6.765  1.724  -2.446  0.113
H  -4.497  2.593  -1.128  0.028
H  -4.900  -1.324  -2.428  -0.005
C  1.410  6.324  -2.569  -0.221
C  -0.075  6.150  -2.838  -0.236
O  -0.362  5.073  -3.703  -0.069
O  2.159  5.215  -2.043  -0.085
H  1.647  7.194  -1.957  0.113
H  1.890  6.474  -3.536  0.110
H  -0.432  7.067  -3.307  0.120
H  -0.657  5.936  -1.942  0.104
H  0.054  4.289  -3.337  0.033
H  1.638  4.411  -1.971  0.019
C  -0.253  2.404  2.668  -0.208
C  0.293  3.090  3.918  -0.247
O  0.158  4.476  3.834  -0.055
O  -1.671  2.542  2.688  -0.085
H  0.041  1.354  2.651  0.111
H  0.119  2.774  1.712  0.115
H  1.332  2.789  4.053  0.113
H  -0.232  2.847  4.842  0.120
H  -0.787  4.611  3.732  0.071
H  -1.897  2.281  1.793  0.052
C  -1.960  2.477  -4.767  -0.255
C  -0.910  2.258  -5.883  -0.187
O  0.389  2.443  -5.278  -0.099
O  -1.699  1.745  -3.597  -0.076
H  -2.942  2.196  -5.149  0.109
H  -2.109  3.534  -4.549  0.104
H  -1.057  3.012  -6.656  0.114
H  -1.005  1.235  -6.246  0.107
H  0.335  2.242  -4.341  0.010
H  -1.127  2.192  -2.969  0.026
O  4.937  6.824  3.000  0.036
C  4.955  5.628  2.831  -0.682
N  3.828  5.015  2.884  0.178
C  6.217  4.923  2.500  -0.010
H  3.078  5.503  3.353  0.124
H  3.650  4.203  2.310  0.107
H  6.223  4.321  1.591  0.079
H  6.382  4.271  3.359  0.080
H  7.053  5.621  2.442  0.083
O  -2.891  -6.321  1.789  0.005
C  -1.804  -6.246  1.205  -0.596
N  -1.231  -7.352  0.744  0.159
C  -1.028  -4.916  1.099  0.005
H  -1.629  -8.271  0.874  0.117
H  -0.252  -7.276  0.506  0.094
H  -0.885  -4.564  2.120  0.084
H  -1.682  -4.256  0.527  0.065
H  -0.125  -5.140  0.533  0.045
O  5.022  1.400  -5.258  0.023
C  3.901  1.537  -4.834  -0.590
N  3.426  2.595  -4.164  0.182
C  2.879  0.362  -4.858  -0.004
H  2.656  2.499  -3.518  0.059
H  3.862  3.499  -4.277  0.117
H  3.212  -0.514  -4.301  0.057
H  2.576  0.108  -5.874  0.081
H  1.908  0.619  -4.434  0.042
O  0.524  -4.467  -1.852  0.012
C  1.687  -4.137  -1.798  -0.566
N  2.602  -4.828  -1.097  0.183
C  2.219  -2.800  -2.344  0.002
H  3.546  -4.472  -1.051  0.083
H  2.327  -5.672  -0.615  0.108
H  3.035  -3.033  -3.028  0.087
H  2.684  -2.182  -1.576  0.064
H  1.499  -2.135  -2.821  0.071
O  5.256  -2.819  -0.784  0.019
C  5.834  -2.123  0.018  -0.570
N  5.676  -0.778  -0.111  0.167
C  6.702  -2.645  1.189  0.004
H  4.967  -0.431  -0.740  0.100
H  6.140  -0.115  0.494  0.105
H  6.388  -3.657  1.447  0.059
H  6.738  -2.000  2.067  0.077
H  7.718  -2.762  0.812  0.080
O  -3.927  -2.583  -2.123  0.030
C  -2.987  -3.361  -2.125  -0.565
N  -1.743  -2.973  -2.375  0.204
C  -3.183  -4.830  -1.873  0.008
H  -0.908  -3.503  -2.170  0.049
H  -1.686  -1.979  -2.546  0.092
H  -2.249  -5.299  -1.563  0.057
H  -3.493  -5.349  -2.780  0.090
H  -3.864  -5.103  -1.067  0.086